(1)
The following is a DFT calculation (wB97M-V/def2-TZVPD) of one molecule with the formula C23H28N2O3 in a non-equilibrium geometry.

Geometry as ORCA input:
```
! RIJCOSX wB97M-V def2-TZVPD def2/J DEFGRID3
* xyz 0 1
O -1.20810 -2.81268 -0.09166
C -0.96693 -1.62397 -0.03738
N -1.54593 -0.77713 0.82663
C -2.41396 -1.21576 1.89854
C -1.67383 -1.19854 3.24531
C -1.92884 0.20529 3.78289
C -3.39998 0.43328 3.44106
C -3.59161 -0.23687 2.07244
C 0.00449 -0.96818 -1.03991
C 1.45838 -1.29426 -0.76107
C 2.41917 -0.84213 -1.66130
C 3.75637 -1.12296 -1.46077
C 4.15067 -1.87383 -0.36526
C 3.19865 -2.34956 0.51750
C 1.85753 -2.06496 0.32111
N -0.24150 0.45699 -1.22615
C 0.53069 1.44883 -0.71094
O 0.50496 2.59669 -1.12332
C 1.41237 1.12029 0.43780
C 2.69126 1.54379 0.67690
C 3.03637 1.05553 1.95646
C 1.93816 0.39669 2.41373
O 0.94857 0.43465 1.50779
C -1.28013 0.78022 -2.20004
C -2.25603 1.88049 -1.77939
C -2.99509 2.15944 -3.08445
C -1.91110 2.07187 -4.17187
C -0.74856 1.27720 -3.55335
H -1.21879 0.17569 0.86873
H -2.73611 -2.22351 1.62609
H -0.61698 -1.42703 3.11932
H -2.11264 -1.93986 3.91365
H -1.73259 0.28879 4.85071
H -1.29954 0.92840 3.26113
H -4.02562 -0.05771 4.18751
H -3.66400 1.48939 3.42125
H -3.56872 0.50342 1.27203
H -4.54726 -0.75458 2.01433
H -0.22089 -1.45363 -2.00119
H 2.11341 -0.25432 -2.51513
H 4.49207 -0.75956 -2.16259
H 5.19582 -2.09303 -0.20632
H 3.49764 -2.94558 1.36689
H 1.12190 -2.45180 1.00928
H 3.30169 2.11599 0.01020
H 3.96904 1.18512 2.46498
H 1.73609 -0.10792 3.33780
H -1.85892 -0.13702 -2.34932
H -1.70337 2.76308 -1.46277
H -2.92162 1.56072 -0.97774
H -3.49054 3.12854 -3.07713
H -3.75444 1.39209 -3.24697
H -2.29685 1.58378 -5.06638
H -1.57562 3.06813 -4.45562
H 0.10286 1.93122 -3.37307
H -0.42532 0.45163 -4.18722
*
```

Computed properties:
Energy relative to the best compared isomer or geometry (same formula, charge and spin) ... 95.9 kJ/mol
LUMO energy ... 0.796 eV
DFT total energy ... -1228.4808 Ha
HOMO level ... -8.547 eV
Kohn-Sham gap ... 9.3 eV
SMILES string ... O=C(NC1CCCC1)[C@H](c1ccccc1)N(C(=O)c1ccco1)C1CCCC1

Electronic structure analysis, Löwdin charges in units of e:
1 O 0.074
2 C -0.455
3 N 0.121
4 C -0.278
5 C -0.132
6 C -0.193
7 C -0.186
8 C -0.121
9 C -0.127
10 C -0.174
11 C -0.036
12 C -0.076
13 C -0.085
14 C -0.068
15 C -0.024
16 N 0.028
17 C -0.380
18 O 0.086
19 C -0.196
20 C 0.014
21 C -0.035
22 C -0.109
23 O 0.010
24 C -0.266
25 C -0.138
26 C -0.182
27 C -0.169
28 C -0.126
29 H 0.130
30 H 0.145
31 H 0.103
32 H 0.119
33 H 0.108
34 H 0.104
35 H 0.108
36 H 0.106
37 H 0.098
38 H 0.110
39 H 0.169
40 H 0.123
41 H 0.104
42 H 0.101
43 H 0.107
44 H 0.116
45 H 0.125
46 H 0.106
47 H 0.125
48 H 0.158
49 H 0.111
50 H 0.103
51 H 0.106
52 H 0.109
53 H 0.103
54 H 0.107
55 H 0.106
56 H 0.110

***

(2)
The following is a DFT calculation (wB97M-V/def2-TZVPD) of a 13-piece molecular cluster, C30H66N4O9S5 overall in a non-equilibrium geometry.

Geometry as ORCA input:
```
! RIJCOSX wB97M-V def2-TZVPD def2/J DEFGRID3
* xyz 0 1
C -23.54198 3.41266 5.15013
O -23.92192 2.85246 6.38610
H -22.83778 2.79109 4.59381
H -24.42002 3.45799 4.48668
H -23.16229 4.41677 5.30167
H -23.34156 2.10493 6.53260
C -19.61748 8.35386 9.82797
O -20.72955 7.57697 10.19394
H -19.48954 8.31456 8.73368
H -19.69016 9.42654 10.05022
H -18.71913 7.95051 10.28671
H -21.52640 7.73524 9.67538
C -27.02033 10.70103 8.51303
O -28.43779 10.61402 8.43932
H -26.69682 11.69801 8.82268
H -26.61991 9.98888 9.23928
H -26.59989 10.51685 7.51620
H -28.57896 9.71900 8.06858
C -25.73595 7.17491 13.28544
O -26.44147 6.34781 14.19562
H -26.53048 7.76548 12.81630
H -25.07679 7.87342 13.80130
H -25.27160 6.64802 12.44769
H -25.88102 5.65287 14.54936
N -20.85315 11.06738 6.76748
C -20.40248 11.32597 8.02133
C -19.03893 11.35218 7.97033
C -18.67033 10.84344 6.68128
C -19.79520 10.78977 5.94036
H -21.79318 11.21686 6.44868
H -21.10460 11.53544 8.81188
H -18.30359 11.42246 8.75678
H -17.64370 10.78273 6.36279
H -19.95103 10.65013 4.88543
N -22.46784 11.06587 11.49129
C -23.27704 10.01434 11.73750
C -24.42997 10.45858 12.32495
C -24.35167 11.88589 12.32530
C -23.14321 12.23129 11.78771
H -21.56725 10.97450 11.06210
H -22.94557 8.99732 11.60422
H -25.29199 9.84858 12.52285
H -25.06131 12.58771 12.73289
H -22.69896 13.19789 11.62421
N -22.90353 -0.59524 9.78734
C -23.47677 -0.29659 10.99191
C -24.13080 0.90231 10.85224
C -23.97415 1.30323 9.49032
C -23.23834 0.35473 8.85061
H -22.28036 -1.36695 9.65152
H -23.25487 -0.91309 11.84730
H -24.61620 1.47684 11.62152
H -24.34420 2.25032 9.13020
H -22.80148 0.31027 7.87098
N -23.31965 8.66591 8.18201
C -24.26858 8.42704 9.13535
C -24.32907 7.06524 9.30131
C -23.46171 6.45137 8.33914
C -22.89513 7.48377 7.64644
H -23.04489 9.54400 7.77392
H -24.75852 9.25317 9.60855
H -24.92183 6.49574 10.00232
H -23.30715 5.41101 8.11012
H -22.19951 7.54817 6.82181
C -29.19283 5.68375 6.89522
S -28.24989 7.09808 6.32044
O -28.64942 8.22441 7.21366
C -26.66557 6.54316 6.94492
H -28.77000 4.76858 6.48523
H -30.21861 5.84864 6.57414
H -29.16268 5.63261 7.98336
H -25.87106 7.17106 6.54160
H -26.40250 5.52784 6.62941
H -26.69051 6.56723 8.03188
C -23.80154 13.57286 7.77655
S -24.17328 12.53682 6.38249
O -24.12211 11.14248 6.89300
C -25.86526 13.07250 6.13398
H -22.75574 13.39055 8.02835
H -24.37491 13.22244 8.64406
H -24.00441 14.63809 7.68753
H -26.46208 12.95550 7.03692
H -26.35136 12.48199 5.36337
H -25.72595 14.12563 5.88923
C -20.13396 3.93089 5.94839
S -20.19884 2.51062 7.02510
O -21.35001 1.64643 6.64972
C -18.74873 1.73450 6.32193
H -20.12867 3.63781 4.90279
H -19.22626 4.46783 6.24143
H -20.93394 4.62806 6.18735
H -17.88943 2.38935 6.47972
H -18.90736 1.61515 5.25120
H -18.54357 0.79577 6.82691
C -21.90624 2.97993 13.17348
S -20.88910 4.26243 12.41940
O -19.47006 3.90666 12.57218
C -21.34177 3.69408 10.78713
H -22.91591 2.89487 12.77712
H -21.86481 3.10350 14.25081
H -21.44028 2.03100 12.87744
H -22.40397 3.85966 10.60389
H -21.12633 2.61997 10.77874
H -20.77937 4.11811 9.95906
C -24.22606 8.37736 4.63742
S -22.73466 9.02032 3.90404
O -22.12943 7.85942 3.23113
C -23.55050 10.02252 2.64729
H -24.76190 9.02809 5.33115
H -24.04400 7.43489 5.13118
H -24.93620 8.10607 3.84622
H -23.95340 10.86998 3.21006
H -24.33266 9.46460 2.14515
H -22.76192 10.37204 1.98747
*
```

Computed properties:
LUMO energy ... 0.102 eV
DFT total energy ... -4069.5327 Ha
HOMO level ... -8.205 eV
Kohn-Sham gap ... 8.3 eV

Atom charges from the Löwdin analysis, given in e for atoms 1 to 99:
1 C -0.175
2 O -0.139
3 H 0.078
4 H 0.078
5 H 0.057
6 H 0.016
7 C -0.162
8 O -0.127
9 H 0.079
10 H 0.051
11 H 0.083
12 H 0.031
13 C -0.175
14 O -0.138
15 H 0.067
16 H 0.062
17 H 0.062
18 H 0.006
19 C -0.171
20 O -0.118
21 H 0.078
22 H 0.072
23 H 0.065
24 H 0.071
25 N 0.019
26 C -0.167
27 C -0.108
28 C -0.105
29 C -0.137
30 H 0.079
31 H 0.092
32 H 0.095
33 H 0.094
34 H 0.102
35 N 0.025
36 C -0.165
37 C -0.098
38 C -0.104
39 C -0.144
40 H 0.123
41 H 0.110
42 H 0.074
43 H 0.091
44 H 0.101
45 N 0.008
46 C -0.144
47 C -0.120
48 C -0.114
49 C -0.128
50 H 0.141
51 H 0.105
52 H 0.084
53 H 0.089
54 H 0.083
55 N 0.040
56 C -0.129
57 C -0.108
58 C -0.096
59 C -0.172
60 H 0.093
61 H 0.087
62 H 0.088
63 H 0.092
64 H 0.115
65 C -0.258
66 S 0.864
67 O -0.546
68 C -0.255
69 H 0.055
70 H 0.049
71 H 0.065
72 H 0.022
73 H 0.066
74 H 0.055
75 C -0.251
76 S 0.813
77 O -0.565
78 C -0.244
79 H 0.038
80 H 0.062
81 H 0.066
82 H 0.045
83 H 0.062
84 H 0.057
85 C -0.260
86 S 0.840
87 O -0.553
88 C -0.262
89 H 0.067
90 H 0.061
91 H 0.039
92 H 0.058
93 H 0.060
94 H 0.054
95 C -0.274
96 S 0.796
97 O -0.544
98 C -0.284
99 H 0.035

***

(3)
The following is a DFT calculation (wB97M-V/def2-TZVPD) of a 15-piece molecular cluster, C41H53BrN15O5PS overall in a non-equilibrium geometry.

Geometry as ORCA input:
```
! RIJCOSX wB97M-V def2-TZVPD def2/J DEFGRID3
* xyz 0 1
N -0.46188 1.97713 2.38512
C 0.39654 1.59399 3.52056
C 0.46777 0.02935 3.75009
C 0.04943 -0.63501 4.99333
P -0.67282 0.30511 6.43114
O 0.46249 0.75986 7.55188
O -1.62785 1.59943 5.94008
S -1.91438 -0.92689 7.30859
C 0.18822 -2.10029 5.10918
C 0.69616 -2.93790 4.03350
C 1.09500 -2.29952 2.78515
C 0.98253 -0.82599 2.65568
C 1.41843 -0.24809 1.26181
O 2.01218 0.78261 1.10757
C 1.05062 -1.17650 0.04435
C 0.56677 -0.47579 -1.27235
C -0.78298 -1.09708 -1.83109
O -1.07286 -0.92847 -2.97898
Br -2.04652 -2.10649 -0.71829
C 1.15910 -2.52254 0.17012
C 1.60742 -3.11283 1.55560
O 2.25844 -4.13372 1.67753
H -0.79629 1.16788 1.86371
H 0.13749 2.54365 1.76342
H 1.45524 1.88355 3.24264
H 0.17634 2.14802 4.46747
H 0.00782 0.63161 8.41635
H -1.09696 2.42089 6.01945
H -0.12107 -2.62470 6.04166
H 0.76744 -4.04754 4.11968
H 1.34512 -0.41186 -2.06736
H 0.28397 0.57730 -0.97113
H 0.92381 -3.16283 -0.71159
C 1.16550 5.46787 -0.65695
C 1.40800 4.38678 0.28672
N 1.60802 3.52404 1.01956
H 2.00692 6.16144 -0.70163
H 1.00975 5.08446 -1.66100
H 0.27985 6.04871 -0.38921
C -2.72379 -2.37141 -5.47511
C -3.25713 -1.96074 -6.77404
N -3.69292 -1.65027 -7.79235
H -2.23003 -3.34238 -5.53883
H -1.99144 -1.65991 -5.09228
H -3.51478 -2.45655 -4.72891
C -0.39003 8.86340 -2.45662
C -0.80150 8.21138 -1.21723
N -1.12845 7.69655 -0.24296
H 0.68166 8.76110 -2.62636
H -0.89834 8.43772 -3.32383
H -0.61442 9.93089 -2.44042
C 1.18689 1.95576 -4.07539
C 1.85244 3.03673 -3.35829
N 2.37397 3.88424 -2.78577
H 1.82202 1.07084 -4.14578
H 0.26222 1.65262 -3.57996
H 0.92498 2.24748 -5.09176
C 5.65575 -2.79643 0.75620
C 5.18425 -2.35263 -0.54403
N 4.77708 -2.00146 -1.55939
H 6.12678 -3.77880 0.69504
H 6.39176 -2.11259 1.18135
H 4.83239 -2.87231 1.46856
C 2.92363 2.46603 9.93402
C 1.53962 2.26274 10.35124
N 0.44980 2.10030 10.67489
H 3.48151 3.04486 10.67143
H 3.44366 1.51631 9.80217
H 2.97918 3.00313 8.98628
C 1.56167 10.37438 1.54566
C 1.91769 9.97309 0.18840
N 2.19810 9.65709 -0.87919
H 1.12294 9.54572 2.10336
H 2.43495 10.71776 2.10201
H 0.83481 11.18773 1.54323
C -2.95303 3.12756 -4.39734
C -2.20415 4.37307 -4.23859
N -1.61873 5.35250 -4.11152
H -4.02356 3.28512 -4.26867
H -2.80574 2.69321 -5.38694
H -2.64597 2.37754 -3.66666
C -1.04021 0.28116 -8.44886
C -0.35468 1.38259 -7.78455
N 0.18096 2.24454 -7.24774
H -0.41635 -0.61286 -8.49205
H -1.95976 0.00819 -7.92850
H -1.31153 0.53600 -9.47422
C 1.93055 -7.37455 0.98239
C 1.44560 -7.99042 2.21430
N 1.06294 -8.47592 3.18303
H 2.99956 -7.53782 0.84252
H 1.42348 -7.78030 0.10506
H 1.76700 -6.29556 0.98204
C -2.09036 -6.71865 4.37221
C -1.41409 -5.66709 5.12384
N -0.88066 -4.83782 5.71301
H -1.47318 -7.61693 4.30053
H -3.03072 -7.00609 4.84504
H -2.32278 -6.39870 3.35210
C 4.12628 -5.93016 -2.28680
C 4.29661 -7.00638 -1.31418
N 4.42884 -7.85104 -0.54658
H 5.00088 -5.27888 -2.31937
H 3.97355 -6.32277 -3.29309
H 3.26446 -5.30619 -2.04452
C -5.93117 3.42306 -7.40373
C -5.66633 2.35932 -6.43934
N -5.45788 1.52250 -5.68109
H -5.09481 4.12119 -7.46739
H -6.09861 3.02148 -8.40403
H -6.81669 3.99815 -7.12983
C -5.27234 -8.40681 1.59384
C -4.49282 -7.18996 1.80124
N -3.87970 -6.23277 1.96437
H -6.34153 -8.21788 1.69871
H -5.10944 -8.81960 0.59742
H -5.00461 -9.17986 2.31561
*
```

Computed properties:
LUMO energy ... -1.065 eV
DFT total energy ... -6105.0642 Ha
HOMO level ... -8.099 eV
Kohn-Sham gap ... 7.0 eV

Atom charges from the Löwdin analysis, given in e for atoms 1 to 99:
1 N 0.012
2 C -0.225
3 C -0.086
4 C -0.218
5 P 0.328
6 O -0.260
7 O -0.243
8 S 0.277
9 C -0.073
10 C -0.001
11 C -0.050
12 C -0.007
13 C -0.283
14 O 0.092
15 C -0.151
16 C -0.075
17 C -0.743
18 O -0.014
19 Br 0.730
20 C 0.020
21 C -0.283
22 O 0.067
23 H 0.060
24 H -0.005
25 H 0.111
26 H 0.080
27 H 0.032
28 H 0.068
29 H 0.044
30 H 0.098
31 H 0.129
32 H 0.137
33 H 0.123
34 C -0.088
35 C -0.211
36 N 0.149
37 H 0.088
38 H 0.028
39 H 0.025
40 C -0.061
41 C -0.272
42 N 0.132
43 H 0.086
44 H 0.054
45 H 0.089
46 C -0.084
47 C -0.282
48 N 0.133
49 H 0.055
50 H 0.073
51 H 0.081
52 C -0.069
53 C -0.230
54 N 0.154
55 H 0.084
56 H 0.062
57 H 0.027
58 C -0.062
59 C -0.285
60 N 0.126
61 H 0.085
62 H 0.087
63 H 0.072
64 C -0.072
65 C -0.280
66 N 0.137
67 H 0.081
68 H 0.084
69 H 0.083
70 C -0.066
71 C -0.259
72 N 0.146
73 H 0.085
74 H 0.082
75 H 0.083
76 C -0.084
77 C -0.272
78 N 0.131
79 H 0.063
80 H 0.065
81 H 0.077
82 C -0.071
83 C -0.253
84 N 0.139
85 H 0.087
86 H 0.034
87 H 0.088
88 C -0.089
89 C -0.263
90 N 0.121
91 H 0.022
92 H 0.085
93 H 0.050
94 C -0.082
95 C -0.225
96 N 0.158
97 H 0.066
98 H 0.081
99 H 0.022

***

(4)
The following is a DFT calculation (wB97M-V/def2-TZVPD) of C8H26F6N6O12SY as an isolated structure in a non-equilibrium geometry.

Geometry as ORCA input:
```
! RIJCOSX wB97M-V def2-TZVPD def2/J DEFGRID3
* xyz 1 1
Y 0.66427 0.32769 -0.43571
C -2.39925 -2.59093 1.55154
F -1.52018 -3.13591 2.36667
F -3.49075 -3.36298 1.58786
F -2.74236 -1.36043 1.88145
S -1.62594 -2.60502 -0.17127
O -2.75320 -2.39604 -1.08483
O -0.65873 -1.52799 -0.05647
O -1.03326 -3.91062 -0.36778
C 0.26349 0.65881 3.25191
O 0.48340 2.10128 3.05229
O 0.44664 0.08479 2.04891
C 1.26517 0.11766 4.29680
F 0.79090 0.21217 5.55362
F 1.59673 -1.16200 4.05176
F 2.44152 0.78776 4.25828
C -0.07077 3.01282 3.99957
C 0.49622 4.37429 3.61634
H 1.58379 4.33609 3.56631
H 0.20081 4.62271 2.59341
H 0.17161 5.14503 4.31338
H 0.37512 2.86456 4.99086
H -1.15633 2.95842 4.09668
H -0.75362 0.55508 3.65260
O 2.32751 0.26509 -2.22794
H 2.14267 -0.34155 -2.95504
H 3.05309 0.81991 -2.53755
O 2.68649 0.89230 0.47720
H 3.55781 0.58369 0.20541
H 2.85556 1.60558 1.10912
O 0.34375 2.51637 0.33744
H 0.42726 2.57354 1.32641
H -0.00202 3.36850 0.05667
O 0.16188 1.84394 -2.33895
H -0.42401 1.81155 -3.10330
H 0.53602 2.73382 -2.34772
C -2.87155 1.04548 -0.98507
O -1.68035 0.72593 -0.86668
N -3.86439 0.13916 -0.94467
N -3.31312 2.31656 -1.20054
H -4.80540 0.37773 -1.18901
H -3.63215 -0.84790 -0.84249
H -2.63861 3.05789 -1.24161
H -4.26914 2.48125 -1.44073
C -0.44545 -1.52177 -3.73656
O -0.05470 -1.02520 -2.67705
N 0.35102 -1.89709 -4.77942
N -1.76907 -1.75253 -3.95549
H 1.33495 -1.71304 -4.74057
H -0.11821 -2.02966 -5.65538
H -2.44273 -1.72163 -3.20588
H -1.98312 -2.20509 -4.82389
C 2.54151 -2.56716 -0.89838
O 2.11708 -1.59491 -0.25627
N 3.84912 -2.73964 -1.16087
N 1.76055 -3.63720 -1.26812
H 4.26789 -3.64575 -1.27003
H 4.39355 -2.07936 -0.62161
H 0.75714 -3.58217 -1.13175
H 2.27394 -4.36386 -1.72387
*
```

Computed properties:
Energy relative to the best compared isomer or geometry (same formula, charge and spin) ... 0.0 kJ/mol
LUMO energy ... -3.162 eV
DFT total energy ... -2587.7329 Ha
HOMO level ... -10.785 eV
Kohn-Sham gap ... 7.6 eV

Electronic structure analysis, Löwdin charges in units of e:
1 Y 1.672
2 C -0.665
3 F 0.165
4 F 0.140
5 F 0.159
6 S 0.570
7 O -0.324
8 O -0.419
9 O -0.283
10 C -0.385
11 O -0.164
12 O -0.222
13 C -0.543
14 F 0.138
15 F 0.146
16 F 0.124
17 C -0.245
18 C -0.069
19 H 0.082
20 H 0.059
21 H 0.084
22 H 0.121
23 H 0.127
24 H 0.158
25 O -0.093
26 H 0.058
27 H 0.097
28 O -0.092
29 H 0.088
30 H 0.102
31 O -0.110
32 H 0.055
33 H 0.082
34 O -0.090
35 H 0.093
36 H 0.083
37 C -0.598
38 O -0.085
39 N 0.195
40 N 0.177
41 H 0.112
42 H 0.061
43 H 0.100
44 H 0.104
45 C -0.607
46 O -0.038
47 N 0.178
48 N 0.195
49 H 0.101
50 H 0.105
51 H 0.091
52 H 0.105
53 C -0.610
54 O -0.067
55 N 0.171
56 N 0.212
57 H 0.113
58 H 0.115
59 H 0.064
60 H 0.106